a | The following is a DFT calculation (ωB97M-V with the def2-TZVPD basis set) of a 2-piece molecular cluster, C9H16N3O overall.

Computed properties:
Molar mass = 182.247 g mol⁻¹
Orbital gap = 8.7893 eV

Geometry as ORCA input:
```
! RIJCOSX wB97M-V def2-TZVPD def2/J DEFGRID3
* xyz 1 1
C 0.948 1.139 2.967
C 1.137 1.549 0.551
N 1.099 0.695 1.630
N 0.756 2.895 0.650
N 1.689 1.075 -0.633
H 1.326 -0.270 1.514
H 0.082 3.292 1.295
H 1.093 3.526 -0.030
H 2.019 0.077 -0.687
H 1.610 1.464 -1.526
H 0.413 0.370 3.554
H 0.575 2.120 3.226
H 1.983 1.074 3.424
C -1.242 -0.414 -3.268
C -1.861 -0.255 -0.876
C -1.169 -1.020 -1.907
C -1.603 -0.631 0.421
C -0.319 -2.067 -1.553
C -0.603 -1.576 0.735
C -0.101 -2.430 -0.246
O -0.259 -1.745 2.046
H -2.579 0.590 -1.099
H -2.001 -0.124 1.293
H -2.239 -0.310 -3.603
H -0.759 -1.102 -4.132
H 0.237 -2.640 -2.391
H 0.479 -3.283 -0.024
H 0.010 -2.661 2.100
H -0.721 0.661 -3.432
*
```

b | The following is a DFT calculation (ωB97M-V with the def2-TZVPD basis set) of a 2-piece molecular cluster, C9H16N3O overall.

Computed properties:
Molar mass = 182.247 g mol⁻¹
Orbital gap = 9.0852 eV

Geometry as ORCA input:
```
! RIJCOSX wB97M-V def2-TZVPD def2/J DEFGRID3
* xyz 1 1
C 0.909 0.822 -2.821
C 0.295 -1.402 -2.069
N -0.004 -0.149 -2.258
N 1.597 -1.791 -2.107
N -0.662 -2.294 -1.804
H -0.957 0.177 -2.122
H 1.771 -2.761 -1.895
H 2.072 -1.550 -2.967
H -1.528 -1.986 -1.387
H -0.419 -3.244 -1.589
H 0.987 0.711 -3.905
H 1.902 0.798 -2.413
H 0.534 1.831 -2.696
C 1.322 0.551 3.636
C -1.628 -0.311 1.411
C -0.769 -0.341 2.514
C -1.521 0.703 0.491
C 0.195 0.652 2.639
C -0.693 1.798 0.708
C 0.077 1.803 1.862
O -2.166 0.649 -0.763
H -2.444 -1.031 1.355
H -0.842 -1.184 3.180
H -3.129 0.700 -0.642
H -0.591 2.607 -0.003
H 1.581 1.562 3.948
H 2.206 0.164 3.117
H 0.706 2.650 2.109
H 1.200 -0.133 4.471
*
```

c | The following is a DFT calculation (ωB97M-V with the def2-TZVPD basis set) of a 2-piece molecular cluster, C9H16N3O overall.

Computed properties:
Molar mass = 182.247 g mol⁻¹
Orbital gap = 8.9490 eV

Geometry as ORCA input:
```
! RIJCOSX wB97M-V def2-TZVPD def2/J DEFGRID3
* xyz 1 1
C 0.830 0.031 -2.659
C -1.306 0.741 -1.629
N -0.016 0.466 -1.541
N -2.138 0.154 -2.464
N -1.742 1.811 -0.904
H 0.506 0.634 -0.676
H -1.841 -0.625 -3.007
H -3.126 0.381 -2.526
H -2.673 1.657 -0.534
H -1.137 2.283 -0.248
H 1.256 0.907 -3.126
H 0.295 -0.661 -3.314
H 1.548 -0.746 -2.363
C 0.907 -2.802 0.917
C 1.662 -0.434 0.833
C 0.709 -1.366 1.248
C 1.474 0.930 1.192
C -0.430 -0.921 1.952
C 0.449 1.275 2.035
C -0.522 0.390 2.439
O 0.501 2.560 2.506
H 2.424 -0.585 0.079
H 2.241 1.628 0.881
H 1.067 -3.294 1.871
H 1.722 -3.061 0.245
H -1.325 -1.528 1.895
H -1.253 0.543 3.224
H -0.084 2.826 3.243
H 0.003 -3.196 0.430
*
```

It turns out b is the most stable, with the second structure 70.3 kJ/mol higher.

a | The following is a DFT calculation (ωB97M-V with the def2-TZVPD basis set) of C4H5N4 as an isolated structure.

Computed properties:
Molar mass = 109.112 g mol⁻¹
Orbital gap = 11.0516 eV

Geometry as ORCA input:
```
! RIJCOSX wB97M-V def2-TZVPD def2/J DEFGRID3
* xyz 1 1
C 2.141 0.632 -0.372
C -1.901 -0.371 -0.954
C -0.434 -0.153 -1.096
C 1.332 0.168 0.705
N 2.838 1.049 -1.178
N -2.200 -0.430 0.313
N -1.110 -0.279 1.023
N -0.061 -0.153 0.166
H -2.760 -0.461 -1.571
H 0.248 0.002 -1.910
H 1.896 -0.715 1.124
H 1.017 1.114 1.720
H -1.005 -0.403 2.030
*
```

b | The following is a DFT calculation (ωB97M-V with the def2-TZVPD basis set) of a 2-piece molecular cluster, C4H5N4 overall.

Computed properties:
Molar mass = 109.112 g mol⁻¹
Orbital gap (alpha / beta) = 8.6944 / 8.5756 eV

Geometry as ORCA input:
```
! RIJCOSX wB97M-V def2-TZVPD def2/J DEFGRID3
* xyz 1 1
C -0.584 2.249 -0.382
C 0.024 -2.140 0.505
C 0.685 -1.218 -0.301
C 0.310 1.200 -0.683
N -1.349 3.067 -0.143
N -0.993 -1.534 1.096
N -0.983 -0.309 0.710
N 0.024 -0.059 -0.151
H 0.241 -3.176 0.676
H 1.552 -1.325 -0.922
H 0.774 1.213 -1.661
H 1.980 1.659 0.260
H -1.681 0.373 0.996
*
```

It turns out a is the most stable, with the second structure 172.9 kJ/mol higher.

a | The following is a DFT calculation (ωB97M-V with the def2-TZVPD basis set) of a 2-piece molecular cluster, C4H12IN2 overall.

Computed properties:
Molar mass = 215.058 g mol⁻¹
Orbital gap = 7.8089 eV

Geometry as ORCA input:
```
! RIJCOSX wB97M-V def2-TZVPD def2/J DEFGRID3
* xyz 1 1
C -2.264 -0.517 0.190
C -1.515 0.655 -0.362
C -0.147 0.872 0.313
C 0.859 0.084 -0.295
N 2.776 1.007 0.262
N 0.999 -1.338 0.199
I 4.361 -0.181 -0.318
H -1.888 -1.559 -0.068
H -2.373 -0.422 1.233
H -3.299 -0.509 -0.290
H -1.518 0.640 -1.431
H -2.032 1.569 -0.153
H -0.458 0.943 1.391
H 0.152 1.885 0.038
H 1.023 0.220 -1.351
H 2.736 1.878 -0.125
H 0.123 -1.781 -0.178
H 1.557 -2.049 -0.247
H 0.906 -1.396 1.193
*
```

b | The following is a DFT calculation (ωB97M-V with the def2-TZVPD basis set) of a 2-piece molecular cluster, C4H12IN2 overall.

Computed properties:
Molar mass = 215.058 g mol⁻¹
Orbital gap = 8.5615 eV

Geometry as ORCA input:
```
! RIJCOSX wB97M-V def2-TZVPD def2/J DEFGRID3
* xyz 1 1
C -1.748 0.149 -2.041
C 1.773 -0.538 1.209
C 0.900 0.200 0.195
C -2.598 -0.962 -1.292
N 2.163 0.272 2.392
N 0.690 1.455 0.426
I -1.830 -1.094 0.778
H -2.169 0.361 -3.060
H -1.831 0.946 -1.376
H -0.708 -0.183 -2.043
H 2.654 -0.841 0.669
H 1.403 -1.474 1.655
H 0.627 -0.391 -0.687
H -2.509 -1.936 -1.791
H 2.954 0.897 1.982
H 2.563 -0.353 3.146
H 0.674 1.883 1.404
H -3.528 -0.536 -1.239
H 0.520 2.144 -0.326
*
```

It turns out b is the most stable, with the second structure 285.8 kJ/mol higher.

a | The following is a DFT calculation (ωB97M-V with the def2-TZVPD basis set) of a 2-piece molecular cluster, CH2FN5 overall.

Computed properties:
Molar mass = 103.060 g mol⁻¹
Orbital gap = 9.1338 eV

Geometry as ORCA input:
```
! RIJCOSX wB97M-V def2-TZVPD def2/J DEFGRID3
* xyz 0 1
C -1.881 0.512 -0.297
N -2.403 1.510 -0.024
N -1.165 -0.557 -0.691
N -0.216 -0.939 0.039
N 1.674 -2.190 0.333
N 0.859 -1.333 0.080
F 0.572 2.410 -0.097
H -0.135 2.565 0.446
H 2.696 -1.978 0.212
*
```

b | The following is a DFT calculation (ωB97M-V with the def2-TZVPD basis set) of a 2-piece molecular cluster, CH2FN5 overall.

Computed properties:
Molar mass = 103.060 g mol⁻¹
Orbital gap (alpha / beta) = 8.0600 / 7.4271 eV

Geometry as ORCA input:
```
! RIJCOSX wB97M-V def2-TZVPD def2/J DEFGRID3
* xyz 0 1
C -1.016 -0.611 -2.471
N -0.811 -0.739 -3.593
N -1.372 -0.428 -1.174
N -0.417 -0.224 -0.374
N 1.711 0.441 1.311
N -0.190 0.136 0.693
F -0.901 -0.002 1.977
H 1.623 0.001 2.288
H 1.373 1.426 1.343
*
```

c | The following is a DFT calculation (ωB97M-V with the def2-TZVPD basis set) of a 2-piece molecular cluster, CH2FN5 overall.

Computed properties:
Molar mass = 103.060 g mol⁻¹
Orbital gap = 9.3208 eV

Geometry as ORCA input:
```
! RIJCOSX wB97M-V def2-TZVPD def2/J DEFGRID3
* xyz 0 1
C 1.509 1.166 -0.152
N 1.307 2.283 0.012
N 1.716 -0.116 -0.185
N 0.951 -0.996 0.218
N -1.038 -2.154 0.483
N -0.079 -1.440 0.447
F -1.256 1.275 -1.069
H -1.599 2.212 -1.072
H -1.512 -2.230 1.318
*
```

It turns out a is the most stable, with the second structure 67.4 kJ/mol higher.

a | The following is a DFT calculation (ωB97M-V with the def2-TZVPD basis set) of C3H4P2 as an isolated structure.

Computed properties:
Molar mass = 102.013 g mol⁻¹
Orbital gap = 8.4748 eV

Geometry as ORCA input:
```
! RIJCOSX wB97M-V def2-TZVPD def2/J DEFGRID3
* xyz 0 1
C -0.059 -1.790 0.162
C 0.035 1.108 -1.389
C -0.052 -0.458 -0.267
P 0.448 -0.742 1.566
P 0.525 2.416 -0.596
H -0.500 -2.696 -0.083
H -0.033 1.037 -2.512
H -0.812 -0.570 2.318
H 0.448 1.694 0.801
*
```

b | The following is a DFT calculation (ωB97M-V with the def2-TZVPD basis set) of an isolated molecule of C3H4P2.

Computed properties:
Molar mass = 102.013 g mol⁻¹
Orbital gap (alpha / beta) = 6.7634 / 6.7646 eV

Geometry as ORCA input:
```
! RIJCOSX wB97M-V def2-TZVPD def2/J DEFGRID3
* xyz 0 1
C 0.194 0.697 -0.675
C 0.604 -1.304 0.206
C -0.761 1.450 -0.126
P 1.788 0.238 -0.134
P -0.971 -0.787 -0.490
H 0.962 -2.230 -0.261
H 0.415 -1.558 1.326
H -0.530 1.721 0.911
H -1.701 1.773 -0.756
*
```

c | The following is a DFT calculation (ωB97M-V with the def2-TZVPD basis set) of an isolated molecule of C3H4P2.

Computed properties:
Molar mass = 102.013 g mol⁻¹
Orbital gap = 7.6888 eV

Geometry as ORCA input:
```
! RIJCOSX wB97M-V def2-TZVPD def2/J DEFGRID3
* xyz 0 1
C -0.175 0.202 2.224
C 0.223 -0.367 -2.016
C -0.065 0.046 -0.570
P 0.866 0.213 0.894
P -1.487 0.210 -1.421
H -1.154 0.386 2.277
H 0.281 0.412 3.136
H 0.974 0.271 -2.447
H 0.538 -1.374 -2.078
*
```

d | The following is a DFT calculation (ωB97M-V with the def2-TZVPD basis set) of a 2-piece molecular cluster, C3H4P2 overall.

Computed properties:
Molar mass = 102.013 g mol⁻¹
Orbital gap = 9.2768 eV

Geometry as ORCA input:
```
! RIJCOSX wB97M-V def2-TZVPD def2/J DEFGRID3
* xyz 0 1
C 1.249 1.262 -0.134
C 0.995 -1.299 0.141
C 1.139 -0.020 0.010
P -4.303 -0.803 -0.099
P -3.517 0.938 0.103
H 1.836 1.877 0.527
H 0.744 1.768 -0.945
H 1.648 -2.004 -0.348
H 0.209 -1.720 0.746
*
```

It turns out d is the most stable, with the second structure 87.3 kJ/mol higher.

a | The following is a DFT calculation (ωB97M-V with the def2-TZVPD basis set) of C4H6N4O as an isolated structure.

Computed properties:
Molar mass = 126.119 g mol⁻¹
Orbital gap = 8.3060 eV

Geometry as ORCA input:
```
! RIJCOSX wB97M-V def2-TZVPD def2/J DEFGRID3
* xyz 0 1
C 2.338 -0.175 -0.147
C 0.240 1.087 0.306
C -2.082 -0.210 -0.041
C -0.113 -1.198 -0.263
H 3.253 1.233 -0.367
H 2.417 -0.387 1.252
H 2.489 -1.255 -0.634
H 0.965 1.347 1.358
H -3.754 0.798 -0.183
H 0.613 -2.061 -0.353
N 0.823 -0.044 -0.314
N -0.826 1.680 -0.007
N -3.374 -0.203 0.289
N -1.394 -1.325 0.080
O -1.594 0.713 -0.976
*
```

b | The following is a DFT calculation (ωB97M-V with the def2-TZVPD basis set) of C4H6N4O as an isolated structure.

Computed properties:
Molar mass = 126.119 g mol⁻¹
Orbital gap = 8.0750 eV

Geometry as ORCA input:
```
! RIJCOSX wB97M-V def2-TZVPD def2/J DEFGRID3
* xyz 0 1
C -1.853 0.645 -0.938
C 0.758 1.676 1.302
C 1.082 0.221 1.312
C 1.080 -2.268 -0.682
H -1.977 -0.943 -1.118
H -1.779 1.358 -2.161
H -2.759 1.093 0.016
H 0.855 2.482 2.016
H 2.214 -1.978 -0.121
H 0.359 -3.326 -0.956
N -0.403 0.906 -0.396
N -0.041 2.046 0.223
N 0.386 -0.263 0.099
N -0.021 -1.432 -0.546
O 2.101 -0.217 1.949
*
```

It turns out a is the most stable, with the second structure 142.3 kJ/mol higher.